DFT (the ωB97M-V functional and the def2-TZVPD basis) results for a molecular structure, C49H51BrFN3O6PbS3Sb2Se.

Summary:
calculated total energy = -257327.3727 eV
molecular weight = 1502.7 g/mol
frontier orbital gap = 3.8938 eV
LUMO level = -0.071 Eh
HOMO = -5.81 eV
charge = 0
energy relative to the best compared isomer or geometry (same formula, charge and spin) = 30.2 kcal/mol

Last column: Mulliken charge in e.
Cartesian coordinates (Å):
Pb: 1.07192 2.34597 -0.38300  1.537
Sb: -0.61801 3.27806 2.07972  0.494
Sb: -2.96332 2.23805 -1.26664  0.331
Br: 5.40711 10.15748 -0.74293  -0.219
Se: 0.78846 3.11071 -3.36121  -0.408
S: 4.24065 1.43669 -0.62648  0.040
S: 3.51748 0.82354 3.56632  -0.059
S: 0.57879 -1.59533 2.00385  -0.078
F: -3.16009 -3.80243 1.16201  -0.468
O: -0.87380 0.03460 -1.05303  0.364
O: -0.58433 0.58432 -4.56338  -0.632
O: 0.56580 5.38601 0.03102  -0.723
O: 1.81042 0.77956 1.32576  -0.581
O: 1.06618 1.23415 -3.15429  -0.526
O: 2.37317 4.11401 0.32138  -0.882
N: -1.73015 -8.50771 0.77165  -0.114
N: -2.06600 -6.19103 -0.01899  0.312
N: 0.58687 -3.29062 -2.84329  0.508
C: -2.22969 -3.70905 0.17533  0.457
C: -1.70102 -4.86409 -0.40516  -1.178
C: -0.30984 5.13775 3.07804  -1.596
C: 0.72212 -2.05331 -3.44345  -0.205
C: 1.68162 -3.84055 1.49376  -0.934
C: 2.97642 8.82217 -0.11021  -0.577
C: -1.82956 -2.46301 -0.21613  -0.824
C: 1.78808 5.23544 0.10226  0.263
C: 4.12778 -0.30731 -2.47441  -0.657
C: 4.02501 6.26726 -0.42764  -0.129
C: -5.30092 6.05801 0.89654  -0.669
C: -2.72953 3.05734 2.58447  -1.343
C: -0.52569 -0.95443 -1.67726  0.331
C: -2.92010 -6.40661 1.14574  -0.757
C: -5.30182 4.77419 0.38186  -0.635
C: -4.01731 3.46521 -2.68351  -1.382
C: -4.48465 3.76558 0.90358  0.640
C: 2.80852 -4.28824 -3.46858  -0.701
C: 3.40785 -0.03668 -0.27627  -0.945
C: 4.83821 7.37173 -0.63509  -0.627
C: -4.49931 2.40410 0.28273  -1.706
C: 0.20386 0.39954 -3.66726  0.147
C: -0.88946 -2.31295 -1.22483  0.398
C: 3.44191 -0.86804 -1.35071  0.531
C: 3.84869 -0.09968 2.16404  -0.644
C: 0.21632 -0.91948 -2.93600  0.005
C: 2.11025 -1.57085 1.23390  -0.950
C: 2.17278 7.70740 0.07668  -0.193
C: 4.30093 8.63751 -0.46868  0.174
C: 0.03426 2.13210 3.76570  -1.252
C: 5.04724 0.45643 4.24090  -0.581
C: -3.64080 4.07427 1.97509  0.852
C: -0.73714 -4.71455 -1.38877  -0.548
C: 2.58163 -2.83632 1.03377  -0.077
C: 1.31913 -4.41418 -3.36390  -0.436
C: -4.46926 6.36122 1.97048  -0.854
C: -1.92003 -8.50254 -0.71795  -0.871
C: -3.84400 0.39421 -1.96403  -1.430
C: -0.33117 -3.44856 -1.82117  0.204
C: -2.94547 -7.92191 1.42820  -0.687
C: 5.78939 -0.33009 3.41269  -0.810
C: 0.55504 -3.30633 2.04587  -0.741
C: 2.75261 -0.18746 1.09249  2.997
C: 5.09485 -0.64850 2.21098  -0.308
C: 2.69051 6.42923 -0.07584  0.045
C: 2.20641 -5.18194 -2.42749  -0.290
C: 4.59925 0.93823 -2.22400  -0.761
C: -2.44764 -7.10568 -1.08852  -0.601
C: -3.66007 5.37163 2.49665  -0.431
H: 1.29140 -2.06288 -4.36399  0.535
H: -2.73747 3.15352 3.67221  0.690
H: 2.27178 -6.25272 -2.57151  0.314
H: -4.45115 7.35823 2.39146  0.412
H: -0.28287 -3.83376 2.47718  0.634
H: 0.81249 -4.97020 -4.14713  0.440
H: 3.24089 -3.36092 -3.12344  0.076
H: -2.49694 -5.88101 1.99755  0.440
H: -3.94486 -6.05358 1.00471  0.495
H: -5.06947 3.18171 -2.72202  0.415
H: -3.92524 4.51369 -2.40217  0.356
H: 1.88302 -4.90332 1.43758  0.437
H: -2.01636 -6.79407 -2.03300  0.500
H: -2.62261 -9.29334 -0.97167  0.367
H: -0.96163 -7.85374 0.95592  0.354
H: 0.76394 5.23815 3.24008  0.476
H: 5.50499 -1.25172 1.41083  0.469
H: -0.82850 5.12377 4.03569  0.572
H: 3.55298 -3.04367 0.60458  0.679
H: 5.33032 0.85758 5.20141  0.465
H: -4.28244 1.60734 0.99168  0.628
H: 1.11386 2.24636 3.84899  0.101
H: -0.64809 5.96322 2.45531  0.321
H: -5.96011 4.52805 -0.44413  0.355
H: -0.95381 -8.71828 -1.16945  0.426
H: -5.95147 6.81261 0.47334  0.392
H: -5.45629 2.19069 -0.19667  0.688
H: -0.45372 2.51054 4.66488  0.574
H: -3.55995 3.32113 -3.66239  0.380
H: 3.30116 -4.72767 -4.32406  0.285
H: -3.15550 -0.13381 -2.61914  0.329
H: -0.26558 -5.58849 -1.81701  0.854
H: 4.41595 5.26439 -0.53554  0.448
H: 2.57883 9.82011 0.01325  0.413
H: 1.12880 7.82082 0.33789  0.436
H: 5.87406 7.25179 -0.92098  0.425
H: 5.12390 1.59947 -2.89487  0.488
H: -2.23667 -1.57703 0.25652  0.805
H: 6.79461 -0.65956 3.63809  0.414
H: -3.01837 5.60284 3.33939  0.352
H: 2.24332 -4.85307 -1.39638  0.040
H: -1.48992 -9.43052 1.12638  0.320
H: -2.91499 -8.13790 2.49269  0.389
H: 2.96753 -1.83986 -1.34872  -0.058
H: -3.53719 -7.12622 -1.21903  0.354
H: 4.23418 -0.79859 -3.43239  0.381
H: -0.18168 1.07461 3.62928  0.314
H: -4.76242 0.62031 -2.50800  0.541
H: -3.80951 -8.41853 0.99251  0.330
H: -2.99195 2.03234 2.33235  0.221
H: -4.07856 -0.23304 -1.10146  0.322